C4H9N3 | ωB97M-V/def2-TZVPD

Values from the calculation:
E_HOMO (spin up / spin down)	-21.49 / -20.40	eV
charge	+2
orbital gap (spin up / spin down)	9.7085 / 5.5486	eV

```
16
C4H9N3 ωB97M-V/def2-TZVPD
C -1.1561 1.0312 -0.5285
C -0.5923 -0.9223 0.0948
C -3.0859 -0.3417 -0.0258
C 3.4236 0.6607 0.1081
N 0.1600 1.1678 -0.3703
N -1.7387 -0.0570 -0.1981
N 0.5522 0.0917 -0.0258
H -0.4647 -1.3076 1.0364
H -0.4555 -1.6836 -0.6540
H -3.6873 0.5675 0.2511
H -3.6223 -0.6721 -0.8434
H -3.1390 -1.1849 0.6901
H 3.8419 1.3548 -0.6240
H 2.7422 1.2936 0.5916
H 4.1018 0.2506 0.9048
H 3.1200 -0.2489 -0.4070
```

C4H9N3 | ωB97M-V/def2-TZVPD

Values from the calculation:
E_HOMO	-19.75	eV
SMILES	C=C[N@@H+](C)N=C=[NH2+]
charge	+2
orbital gap	10.8341	eV

```
16
C4H9N3 ωB97M-V/def2-TZVPD
C -1.9395 -0.2046 -0.0683
C 1.5883 -1.6466 -0.7315
C 1.5947 -0.3265 -0.6429
C 0.7130 1.7603 0.5153
N -0.7653 0.0342 -0.0987
N -3.1642 -0.5311 0.0073
N 0.5471 0.2574 0.3217
H 2.3273 -2.1767 -1.2952
H 1.1894 -2.2665 -0.0024
H 2.1136 0.3837 -1.2194
H 0.0853 2.4298 -0.1203
H 0.4575 1.8394 1.6425
H 1.6893 2.0817 0.1618
H -3.7120 0.2316 0.3043
H -3.3599 -1.5663 -0.0337
H 0.6352 -0.2998 1.2595
```

C4H9N3O | ωB97M-V/def2-TZVPD

Values from the calculation:
E_HOMO (spin up / spin down)	-7.53 / -7.53	eV
orbital gap (spin up / spin down)	7.8761 / 7.8761	eV

```
17
C4H9N3O ωB97M-V/def2-TZVPD
C 1.7714 -0.6185 -0.9247
C -0.4481 0.4014 -1.2509
C 0.6012 0.2078 -0.4554
N -2.1448 -0.2788 1.7780
N 1.3697 0.1952 1.7680
C -1.3448 0.8011 -2.0992
O -1.0380 -0.6232 1.0256
N 0.3693 0.4294 0.8773
H -2.8552 -0.9716 1.5464
H -2.3761 0.6817 1.5287
H 2.2876 -0.1562 1.5081
H 1.0637 0.4091 2.7103
H 1.6654 -0.8974 -1.9744
H 2.7032 -0.0597 -0.7985
H 1.8526 -1.5504 -0.3547
H -2.3958 0.5712 -1.9618
H -1.0813 1.4590 -2.9228
```

C4H9N3O | ωB97M-V/def2-TZVPD

Values from the calculation:
E_HOMO	-6.83	eV
SMILES	CC(C(N)=O)=C(N)N
orbital gap	7.2952	eV

```
17
C4H9N3O ωB97M-V/def2-TZVPD
C 1.1311 1.4091 -1.0675
C 1.3969 -0.3887 0.7234
C -0.7409 -0.1899 -0.1961
C 0.5988 0.2404 -0.2992
N 0.3794 -0.9096 1.6461
N -1.7810 0.7136 -0.3035
N -1.1133 -1.4739 -0.5462
O 2.5718 -0.2728 1.0169
H 0.6145 -0.8406 2.6307
H -0.2790 -1.6805 1.6032
H -2.6731 0.3380 -0.0013
H -1.5539 1.6342 0.0519
H -0.3415 -2.1327 -0.5611
H -2.0635 -1.6066 -0.8722
H 0.3715 2.1552 -1.3192
H 1.8992 1.9430 -0.5021
H 1.5829 1.0617 -2.0041
```

C4H9N3O | ωB97M-V/def2-TZVPD

Values from the calculation:
E_HOMO	-8.19	eV
SMILES	[H]/N=C/N(C)O.CC#N
orbital gap	8.5667	eV

```
17
C4H9N3O ωB97M-V/def2-TZVPD
C 1.3939 0.3050 -1.2660
C -0.0715 -1.8928 2.5160
N 0.1653 0.7812 -0.6674
C -0.4600 -0.9311 1.4961
C -1.0183 0.8871 -1.4784
O 0.4023 1.9189 0.1449
N -1.2457 -0.1021 1.2185
N -0.9537 0.5917 -2.7161
H -0.0245 1.6729 0.9900
H -1.6833 0.9904 -3.2957
H -1.6207 1.7522 -1.1656
H 1.1352 -0.3130 -2.1209
H 1.9816 1.1389 -1.6530
H 1.9614 -0.2216 -0.4979
H 0.4910 -2.7418 2.1281
H 0.4883 -1.5021 3.3657
H -0.9415 -2.3339 3.0018
```

C4H9N3O | ωB97M-V/def2-TZVPD

Values from the calculation:
E_HOMO	-8.44	eV
SMILES	NC(N)=O.CC=C=N
orbital gap	9.0270	eV

```
17
C4H9N3O ωB97M-V/def2-TZVPD
C -0.3139 0.5308 -1.4855
C 0.3851 -0.2667 -2.5488
C 0.9012 0.5372 1.9085
C -1.1424 -0.0245 -0.6055
N 1.0919 -0.8208 1.7240
N -0.4510 0.9533 1.6597
N -1.5900 -0.9535 0.0729
O 1.6041 1.1788 2.6607
H -0.5091 1.5666 -1.7302
H 1.9843 -1.1599 2.0463
H 0.8519 -1.1948 0.8199
H -0.6852 1.8678 2.0168
H -1.2647 0.3550 1.6486
H -2.5514 -1.1713 0.2977
H 1.2737 0.2639 -2.8922
H -0.2476 -0.4142 -3.4267
H 0.6632 -1.2477 -2.1661
```

C4H9N3O | ωB97M-V/def2-TZVPD

Values from the calculation:
E_HOMO	-8.99	eV
SMILES	[H]/N=C(\C)[C@H](N)O.C#N
orbital gap	9.6599	eV

```
17
C4H9N3O ωB97M-V/def2-TZVPD
C 0.8267 -0.6095 -1.3072
C 0.6334 0.4626 -0.2719
C -2.3344 0.9301 -0.9486
N -1.3842 1.3766 -1.4311
N 1.3095 1.5187 -0.1311
H 2.0014 1.6677 -0.8657
H 1.4903 -1.3837 -0.9222
H 1.2386 -0.1980 -2.2295
H -0.1285 -1.0714 -1.5281
H -1.8730 -0.7626 1.4373
H -3.3095 0.5807 -0.7179
N 0.7324 -0.7601 1.9293
C -0.1371 -0.0071 1.0711
O -1.2171 -0.7919 0.7093
H 0.9897 -1.6448 1.5014
H 1.5755 -0.2352 2.1275
H -0.4137 0.9281 1.5773
```

C4H9N3O | ωB97M-V/def2-TZVPD

Values from the calculation:
E_HOMO	-7.52	eV
SMILES	[H]/N=C/OC.N=C=CN
orbital gap	8.4224	eV

```
17
C4H9N3O ωB97M-V/def2-TZVPD
C 2.4803 0.4589 0.1942
C 0.8748 1.5534 -1.1429
O 1.1269 0.8458 -0.0167
N 1.7953 1.8662 -1.9393
H 1.5440 2.5567 -2.6360
H -0.1497 1.9439 -1.1089
H 2.4957 -0.1179 1.1159
H 3.1117 1.3442 0.2770
H 2.8341 -0.1412 -0.6450
N -2.4451 -2.6973 0.8297
C -2.1165 -1.4997 0.1454
N -1.4799 0.6312 1.3235
C -1.6278 -0.4349 0.7379
H -3.3002 -3.1464 0.5256
H -2.3865 -2.5903 1.8349
H -0.5286 0.9781 1.4317
H -2.2283 -1.5507 -0.9271
```

C4H9N3O | ωB97M-V/def2-TZVPD

Values from the calculation:
E_HOMO	-8.14	eV
orbital gap	7.9736	eV

```
17
C4H9N3O ωB97M-V/def2-TZVPD
C -1.6470 1.4465 -0.7208
C 0.5933 -0.9061 -1.0406
C 1.7201 0.0337 0.9303
N -0.9936 0.9457 0.4819
N 0.4598 -0.2795 0.2688
N -1.6211 -0.1469 0.9858
C -0.6073 -0.9856 1.1688
O -0.3880 -2.0370 1.7165
H -2.4859 2.0546 -0.3661
H -0.9565 2.0996 -1.2535
H -2.0417 0.6561 -1.3659
H 2.3623 0.5990 0.2539
H 1.0425 -1.8990 -0.9308
H -0.3947 -1.0276 -1.4840
H 1.2231 -0.2930 -1.6872
H 2.2267 -0.8895 1.2260
H 1.5080 0.6290 1.8169
```

C4H9N3O | ωB97M-V/def2-TZVPD

Values from the calculation:
E_HOMO	-8.37	eV
SMILES	O[C@@H]1CNC=NNC1
orbital gap	9.1191	eV

```
17
C4H9N3O ωB97M-V/def2-TZVPD
C -1.3696 -0.3950 0.2681
C -1.0381 1.0346 0.6534
C 1.3681 1.0242 -0.0851
C -0.1400 -1.2645 0.7026
H -0.6511 -0.6181 -1.5233
H -2.3358 -0.6516 0.6538
H -1.9181 1.6942 0.5577
H -0.7531 1.2002 1.7163
H -0.0366 2.5587 -0.3652
H 1.9721 1.9759 0.0222
H 1.7525 -1.9690 0.1376
H 0.0871 -1.1581 1.7639
H -0.3763 -2.3325 0.6214
N 0.0494 1.4776 -0.2215
N 1.9410 -0.1356 -0.1534
N 1.0908 -1.2507 -0.1736
O -1.5290 -0.4668 -1.1223
```

C4H9N3O3 | ωB97M-V/def2-TZVPD

Values from the calculation:
E_HOMO	-10.27	eV
SMILES	N#C[C@H](O)CNC(N)=O.O
orbital gap	10.3761	eV

```
19
C4H9N3O3 ωB97M-V/def2-TZVPD
N 3.0653 -4.4416 -1.4646
C 1.9507 -3.6842 -1.3428
O 0.8295 -4.1931 -1.1931
N 2.1211 -2.3354 -1.3918
C 1.0112 -1.4196 -1.4234
C 0.5648 -0.9653 -0.0197
O 1.5866 -0.3629 0.7231
C -0.6199 -0.0659 -0.1365
N -1.6269 0.5092 -0.1253
H 2.9587 -5.4449 -1.4711
H 3.9703 -4.0571 -1.6919
H 3.0550 -1.9579 -1.4700
H 1.3056 -0.5396 -2.0116
H 0.1592 -1.8925 -1.9279
H 0.2438 -1.8493 0.5533
H 1.9999 0.3474 0.2194
O -0.6363 3.4360 -0.6272
H 0.1454 2.9919 -0.2474
H -1.4127 2.8748 -0.4092
```

C4H9N3O3 | ωB97M-V/def2-TZVPD

Values from the calculation:
E_HOMO	-9.76	eV
SMILES	N#C[C@H](N)[C@@H](O)C(N)=O.O
orbital gap	9.9351	eV

```
19
C4H9N3O3 ωB97M-V/def2-TZVPD
N -0.3013 -0.4449 1.4627
C -0.4194 -0.5983 0.0281
C -1.8250 -0.3078 -0.3752
N -2.7105 -0.1591 -1.1582
C 0.5659 0.2492 -0.8221
O 0.2634 1.6128 -0.7214
C 2.0161 0.0617 -0.3477
N 2.5428 -1.1628 -0.4194
O 2.6125 1.0410 0.0905
H 0.5700 -0.8360 1.8068
H -0.3706 0.5292 1.7498
H -0.2588 -1.6568 -0.2244
H 0.4958 -0.0769 -1.8734
H 1.0833 2.0434 -0.4165
H 2.0526 -1.9428 -0.8343
H 3.5165 -1.2973 -0.1788
O -3.4234 0.8283 1.0190
H -2.6667 1.3701 1.3025
H -3.7430 0.7470 -0.0879
```